This record from the OMol25 dataset describes 19 unconnected molecules or ions with the total composition C28H92ClN10O22. The level of theory is ωB97M-V/def2-TZVPD.

```
! RIJCOSX wB97M-V def2-TZVPD def2/J DEFGRID3
* xyz -1 1
Cl 1.10 1.69 -0.91
O 0.91 2.95 -1.65
O 2.09 0.93 -1.54
O 1.32 1.96 0.54
O -0.13 0.93 -0.88
C 3.35 -3.99 -2.86
O 4.25 -2.87 -3.12
H 2.41 -3.90 -3.40
H 3.92 -4.89 -3.15
H 3.19 -3.99 -1.80
H 4.18 -2.49 -2.21
C 2.20 -2.85 0.48
O 3.39 -2.34 -0.06
H 2.11 -2.69 1.55
H 1.31 -2.50 -0.05
H 2.21 -3.95 0.34
H 3.74 -1.60 0.45
C 8.65 2.46 0.00
O 7.25 2.65 -0.11
H 9.06 1.93 -0.87
H 9.10 3.45 0.09
H 8.91 1.83 0.90
H 6.79 1.85 0.10
C -0.92 -2.64 -2.46
O -1.67 -2.04 -1.44
H -0.94 -3.72 -2.19
H -1.43 -2.56 -3.42
H 0.18 -2.34 -2.53
H -1.57 -1.11 -1.40
C 3.76 3.89 -2.59
O 5.11 4.50 -2.34
H 3.28 3.62 -1.62
H 3.15 4.72 -2.99
H 3.86 3.01 -3.24
H 5.27 4.63 -1.39
C 0.86 5.18 0.56
O 1.23 4.89 1.89
H 1.57 4.84 -0.18
H -0.11 4.81 0.42
H 0.86 6.24 0.41
H 2.21 4.92 1.90
C 5.10 7.88 -2.36
O 5.93 6.93 -2.94
H 5.25 7.89 -1.26
H 5.27 8.88 -2.78
H 3.96 7.61 -2.48
H 5.53 6.02 -2.96
C -4.46 3.47 0.19
O -4.64 2.03 -0.01
H -3.44 3.81 -0.16
H -5.04 3.95 -0.64
H -4.71 3.76 1.18
H -3.83 1.76 -0.46
C -3.04 2.67 -3.52
C -3.30 1.18 -3.32
C -2.51 0.27 -4.23
O -2.89 1.01 -1.89
H -3.54 3.05 -2.62
H -3.52 3.19 -4.33
H -1.95 2.90 -3.45
H -4.34 0.91 -3.33
H -2.81 -0.76 -4.20
H -1.49 0.35 -3.83
H -2.53 0.66 -5.22
H -1.96 1.19 -1.74
C -5.09 -2.95 -0.53
C -4.25 -3.94 0.33
C -5.16 -5.14 0.68
O -3.07 -4.52 -0.20
H -4.64 -1.98 -0.59
H -6.05 -2.92 -0.06
H -5.17 -3.34 -1.51
H -4.09 -3.37 1.22
H -5.59 -5.61 -0.19
H -5.99 -4.75 1.30
H -4.72 -5.96 1.29
H -2.58 -3.78 -0.68
C 2.43 -2.03 -5.65
C 2.51 -0.69 -4.92
C 2.63 0.51 -5.91
O 1.40 -0.59 -4.06
H 1.92 -2.65 -4.98
H 3.39 -2.49 -5.82
H 1.96 -1.98 -6.65
H 3.44 -0.68 -4.40
H 3.44 0.32 -6.65
H 2.93 1.47 -5.40
H 1.62 0.60 -6.33
H 1.60 0.06 -3.33
C -7.59 0.92 1.76
C -7.32 -0.05 2.86
C -8.53 -0.48 3.63
O -6.82 -1.17 2.20
H -6.71 1.26 1.22
H -7.96 1.82 2.18
H -8.36 0.66 1.00
H -6.53 0.34 3.59
H -9.00 0.29 4.31
H -8.46 -1.33 4.32
H -9.31 -0.78 2.92
H -6.24 -1.70 2.76
C 0.54 -6.73 1.79
C -0.91 -6.19 1.72
C -1.88 -7.20 2.35
O -0.91 -4.89 2.41
H 0.66 -7.67 1.30
H 0.83 -6.76 2.84
H 1.18 -6.07 1.26
H -1.14 -6.01 0.71
H -1.71 -7.35 3.40
H -1.88 -8.20 1.89
H -2.87 -6.75 2.20
H -1.70 -4.45 2.01
C -1.08 2.03 2.57
O -1.54 0.92 2.46
N -1.75 3.06 1.96
N 0.12 2.27 3.24
H -2.64 2.75 1.65
H -1.45 4.02 2.17
H 0.63 3.04 2.80
H 0.57 1.37 3.23
C 0.78 -1.68 3.25
O 1.39 -0.70 3.54
N 1.04 -2.90 3.86
N -0.21 -1.66 2.34
H 1.65 -2.86 4.67
H 0.38 -3.74 3.57
H -0.47 -0.74 1.94
H -0.62 -2.52 2.04
C -3.80 -1.69 3.54
O -4.78 -2.36 3.81
N -2.65 -1.81 4.29
N -3.71 -0.83 2.41
H -2.73 -2.18 5.25
H -1.96 -1.12 4.01
H -4.53 -0.71 1.80
H -2.96 -0.13 2.23
C 4.50 0.19 2.37
O 5.55 0.85 2.14
N 4.35 -0.47 3.59
N 3.37 0.21 1.57
H 5.14 -0.29 4.21
H 3.43 -0.56 3.94
H 2.52 -0.08 2.06
H 3.36 0.87 0.82
C 4.64 4.86 1.32
O 3.78 5.61 1.71
N 5.74 5.17 0.43
N 4.64 3.59 1.65
H 6.58 4.65 0.60
H 5.92 6.15 0.35
H 4.09 3.32 2.48
H 5.44 2.96 1.66
*
```

Summary:
Highest occupied orbital energy, eV: -7.55
Kohn-Sham gap, eV: 9.780

These are the Mulliken partial charges, in e, on atoms 1 to 4: 1.36, -0.75, -0.70, -0.36

***

This record from the OMol25 dataset describes 15 unconnected molecules or ions with the total composition C28H93N7O15. The level of theory is ωB97M-V/def2-TZVPD.

```
! RIJCOSX wB97M-V def2-TZVPD def2/J DEFGRID3
* xyz 0 1
O 4.81 -0.45 -0.57
H 4.09 -0.24 -1.17
H 4.94 -1.39 -0.68
O 0.26 -2.05 4.21
H 1.13 -2.22 3.83
H 0.40 -1.31 4.79
O 0.22 -3.78 1.04
H -0.31 -4.31 1.64
H -0.27 -2.96 0.95
O 2.45 -4.68 -0.14
H 1.75 -4.37 0.43
H 2.05 -4.76 -1.00
O 2.40 -2.68 3.08
H 2.08 -2.25 2.28
H 2.82 -3.48 2.76
O -4.56 -1.70 -3.26
H -5.19 -1.72 -3.98
H -4.27 -2.61 -3.17
O -1.94 -2.25 2.85
H -1.96 -3.18 2.65
H -1.13 -2.12 3.35
O 2.80 -0.24 -2.19
H 2.54 -0.91 -2.83
H 2.12 0.43 -2.26
C 3.82 4.90 -0.18
C 3.53 3.51 -0.71
C 2.70 3.56 -2.02
O 1.92 2.40 -2.20
C 1.27 2.29 -3.47
N 4.72 2.77 -0.81
H 4.18 5.58 -0.95
H 4.56 4.81 0.61
H 2.93 5.37 0.25
H 2.93 2.93 -0.01
H 3.28 3.68 -2.94
H 2.01 4.40 -1.94
H 0.79 1.34 -3.71
H 1.92 2.50 -4.32
H 0.42 2.96 -3.58
H 5.11 3.02 -1.71
H 4.51 1.79 -0.94
C -1.92 -4.77 -5.78
C -0.53 -4.73 -5.33
C 0.57 -4.62 -6.37
O 0.50 -5.64 -7.29
C 0.76 -6.93 -6.74
N -0.47 -3.72 -4.30
H -2.57 -5.02 -4.94
H -1.98 -5.58 -6.51
H -2.22 -3.84 -6.27
H -0.37 -5.63 -4.73
H 1.54 -4.56 -5.87
H 0.45 -3.68 -6.92
H 1.67 -6.87 -6.14
H 0.92 -7.63 -7.56
H -0.08 -7.27 -6.14
H -1.12 -3.88 -3.55
H -0.89 -2.95 -4.81
C -1.99 -5.11 -0.80
C -2.49 -6.51 -0.57
C -2.30 -7.40 -1.86
O -3.27 -7.05 -2.81
C -3.34 -8.00 -3.81
N -1.73 -7.04 0.56
H -0.95 -5.17 -1.13
H -2.04 -4.40 0.03
H -2.50 -4.61 -1.63
H -3.54 -6.42 -0.30
H -2.49 -8.42 -1.55
H -1.26 -7.35 -2.18
H -2.44 -7.94 -4.42
H -4.22 -7.94 -4.45
H -3.46 -8.99 -3.38
H -1.81 -6.38 1.32
H -0.74 -7.05 0.36
C 1.69 0.74 1.50
C 0.77 -0.34 1.09
C -0.14 -0.10 -0.13
O -0.96 -1.17 -0.27
C -1.75 -1.19 -1.42
N 1.63 -1.39 0.75
H 2.37 0.39 2.28
H 1.15 1.60 1.91
H 2.25 1.20 0.68
H 0.12 -0.54 1.94
H 0.42 0.03 -1.06
H -0.69 0.84 -0.02
H -2.42 -0.33 -1.42
H -2.31 -2.12 -1.55
H -1.11 -1.12 -2.30
H 2.09 -0.93 -0.02
H 1.03 -2.06 0.29
C -2.28 5.91 4.02
C -1.00 5.08 3.65
C -0.26 5.57 2.32
O -1.05 5.12 1.24
C -0.80 3.74 1.03
N -0.13 5.43 4.81
H -2.98 5.89 3.19
H -2.17 6.97 4.22
H -2.85 5.43 4.82
H -1.16 4.00 3.64
H 0.75 5.19 2.19
H -0.14 6.64 2.19
H -1.52 3.54 0.23
H -1.10 3.08 1.85
H 0.23 3.61 0.70
H -0.18 6.42 5.03
H 0.79 5.16 4.51
C -4.13 1.78 3.17
C -4.10 0.75 2.03
C -4.47 1.33 0.67
O -5.88 1.57 0.59
C -6.30 1.87 -0.74
N -2.73 0.35 1.88
H -3.44 2.60 2.99
H -3.77 1.34 4.10
H -5.14 2.16 3.32
H -4.60 -0.10 2.49
H -4.14 0.60 -0.08
H -3.87 2.22 0.46
H -7.31 2.30 -0.74
H -6.26 0.89 -1.22
H -5.68 2.59 -1.27
H -2.59 -0.13 1.00
H -2.47 -0.38 2.52
C 5.31 7.56 3.68
C 4.02 6.91 4.10
C 3.95 5.37 3.75
O 2.71 4.81 4.20
C 2.66 3.50 3.77
N 3.85 7.09 5.51
H 5.22 8.64 3.86
H 5.39 7.38 2.61
H 6.12 7.10 4.25
H 3.26 7.48 3.58
H 4.85 4.86 4.10
H 3.99 5.39 2.66
H 2.90 3.38 2.72
H 1.75 2.99 4.06
H 3.36 2.84 4.27
H 3.12 6.40 5.63
H 4.61 6.79 6.10
*
```

Summary:
Highest occupied orbital energy, eV: -8.41
Energy relative to the best compared isomer or geometry (same formula, charge and spin), kJ/mol: 172.8
Kohn-Sham gap, eV: 8.369

These are the Mulliken partial charges, in e, on atoms 1 to 4: -0.65, 0.24, 0.33, -0.73

***

This record from the OMol25 dataset describes a molecular structure, C29H13ClF5IrN4O7. The level of theory is ωB97M-V/def2-TZVPD.

```
! RIJCOSX wB97M-V def2-TZVPD def2/J DEFGRID3
* xyz 0 1
Ir 0.23 -0.33 -0.01
Cl -1.20 4.65 5.03
C -0.74 3.27 4.07
C -0.19 2.13 4.71
C 0.18 1.04 3.98
C 0.04 1.01 2.57
O 0.46 -0.04 1.96
C -0.54 2.14 1.93
C -0.80 2.26 0.55
N -0.59 1.38 -0.38
C -0.94 1.58 -1.75
C -1.52 2.69 -2.28
C -1.82 2.74 -3.67
C -1.54 1.70 -4.49
C -0.94 0.53 -3.96
C -0.61 -0.62 -4.73
C -0.02 -1.69 -4.12
C 0.25 -1.64 -2.74
N -0.05 -0.59 -2.01
C -0.65 0.49 -2.60
C -0.91 3.27 2.73
H -0.08 2.13 5.78
H 0.58 0.16 4.46
H -1.27 3.19 0.24
H -1.77 3.54 -1.66
H -2.27 3.64 -4.07
H -1.76 1.74 -5.55
H -0.82 -0.63 -5.79
H 0.23 -2.58 -4.67
H 0.71 -2.47 -2.22
H -1.35 4.14 2.25
O -2.09 -1.53 2.25
C -1.80 -2.25 1.33
O -1.10 -1.93 0.27
C -2.29 -3.68 1.30
C -2.03 -4.51 0.22
C -2.49 -5.81 0.25
C -3.21 -6.33 1.31
C -3.44 -5.47 2.37
C -3.00 -4.17 2.39
N -4.21 -5.99 3.53
O -4.61 -7.13 3.46
O -4.37 -5.25 4.47
N -2.21 -6.70 -0.91
O -2.62 -7.84 -0.86
O -1.59 -6.22 -1.83
H -1.48 -4.15 -0.63
H -3.56 -7.35 1.32
H -3.20 -3.52 3.23
F 1.69 2.22 -1.68
C 2.56 1.43 -1.02
C 2.11 0.34 -0.29
C 3.10 -0.39 0.35
F 2.75 -1.48 1.05
C 4.44 -0.08 0.27
F 5.35 -0.83 0.90
C 4.84 1.01 -0.47
F 6.13 1.33 -0.56
C 3.89 1.78 -1.13
F 4.28 2.83 -1.85
*
```

Summary:
Highest occupied orbital energy, eV: -8.14
Energy relative to the best compared isomer or geometry (same formula, charge and spin), kJ/mol: 0.0
Kohn-Sham gap, eV: 6.548

These are the Mulliken partial charges, in e, on atoms 1 to 4: 1.02, -0.23, 0.13, -0.45

***

This record from the OMol25 dataset describes a molecular structure, C29H14BrCl2F5HfN5O3Se. The level of theory is ωB97M-V/def2-TZVPD.

```
! RIJCOSX wB97M-V def2-TZVPD def2/J DEFGRID3
* xyz 1 1
Hf -0.50 -0.46 -0.45
Cl -6.10 3.40 -0.02
C -4.46 2.90 0.06
C -4.17 1.55 0.06
C -2.85 1.13 0.12
N -2.44 -0.23 0.18
C -2.75 -0.93 1.31
O -3.47 -0.59 2.22
C -2.07 -2.28 1.35
C -2.63 -3.30 2.10
C -2.01 -4.53 2.11
C -0.84 -4.70 1.38
C -0.32 -3.62 0.68
N -0.92 -2.43 0.66
C -1.81 2.07 0.20
C -2.10 3.43 0.22
C -3.43 3.84 0.14
Cl -3.77 5.52 0.14
N -0.54 1.47 0.33
C 0.47 2.02 1.04
O 0.61 3.16 1.42
C 1.49 0.96 1.41
C 2.58 1.32 2.19
C 3.50 0.35 2.55
C 3.30 -0.95 2.12
C 2.19 -1.24 1.36
N 1.29 -0.31 1.00
H -4.96 0.82 0.04
H -3.53 -3.09 2.65
H -2.44 -5.36 2.66
H -0.32 -5.64 1.35
H 0.58 -3.73 0.10
H -1.32 4.16 0.33
H 2.67 2.36 2.49
H 4.36 0.61 3.16
H 3.99 -1.74 2.39
H 2.01 -2.25 1.00
O 3.54 2.18 -4.95
C 2.86 1.76 -3.89
C 3.43 1.43 -2.66
C 2.61 0.99 -1.64
N 1.29 0.86 -1.76
C 0.77 1.20 -2.93
Br -1.13 0.97 -3.01
C 1.47 1.65 -4.02
H 4.49 2.20 -4.79
H 4.49 1.52 -2.50
H 3.05 0.73 -0.69
H 0.98 1.91 -4.95
F -3.73 -4.49 -5.42
C -2.74 -3.99 -4.69
C -3.01 -3.12 -3.64
F -4.25 -2.77 -3.34
C -1.95 -2.63 -2.91
F -2.20 -1.79 -1.87
C -0.63 -2.94 -3.17
Se 0.78 -2.11 -2.19
C -0.39 -3.82 -4.22
F 0.87 -4.16 -4.52
C -1.43 -4.34 -4.97
F -1.18 -5.17 -5.97
*
```

Summary:
Highest occupied orbital energy, eV: -10.68
Energy relative to the best compared isomer or geometry (same formula, charge and spin), kJ/mol: 61.9
Kohn-Sham gap, eV: 6.878

These are the Mulliken partial charges, in e, on atoms 1 to 4: 0.45, -0.19, 0.08, -0.97

***

This record from the OMol25 dataset describes a molecular structure, C29H18ClN3NdOS. The level of theory is ωB97M-V/def2-TZVPD.

```
! RIJCOSX wB97M-V def2-TZVPD def2/J DEFGRID3
* xyz 1 4
Nd -18.18 8.10 3.31
Cl -22.28 14.51 4.94
C -21.18 13.18 4.77
C -20.67 12.54 5.90
C -19.93 11.39 5.81
C -19.63 10.85 4.58
O -19.01 9.67 4.53
C -20.00 11.53 3.42
C -19.65 11.12 2.09
N -19.17 9.97 1.70
C -18.97 9.77 0.27
C -19.44 10.56 -0.73
C -19.15 10.31 -2.07
C -18.38 9.25 -2.44
C -17.87 8.38 -1.44
C -17.09 7.24 -1.75
C -16.63 6.43 -0.76
C -17.04 6.71 0.57
N -17.73 7.79 0.89
C -18.17 8.64 -0.09
C -20.76 12.71 3.54
H -20.91 12.98 6.87
H -19.58 10.84 6.68
H -19.89 11.87 1.33
H -20.07 11.41 -0.48
H -19.47 11.00 -2.83
H -18.20 9.06 -3.47
H -16.78 7.03 -2.75
H -16.06 5.55 -0.97
H -16.70 6.07 1.36
H -20.98 13.26 2.62
S -14.93 5.37 5.87
C -14.06 6.76 5.29
C -12.78 7.16 5.61
C -12.30 8.31 5.04
C -13.11 9.10 4.17
C -14.43 8.72 3.92
C -14.88 7.54 4.50
N -16.19 7.06 4.33
C -16.36 5.95 5.01
C -17.66 5.24 5.01
C -17.74 3.96 5.54
C -18.93 3.29 5.52
C -20.06 3.94 5.04
C -19.98 5.23 4.51
C -18.75 5.91 4.42
H -12.15 6.62 6.30
H -11.27 8.59 5.21
H -12.65 9.98 3.73
H -15.08 9.28 3.25
H -16.88 3.45 5.94
H -18.96 2.26 5.86
H -21.01 3.40 5.06
H -20.92 5.64 4.08
*
```

Summary:
Highest occupied orbital energy (spin up / spin down), eV: -10.79 / -10.81
⟨S²⟩: 3.753
Kohn-Sham gap (spin up / spin down), eV: 7.217 / 7.229

These are the Mulliken partial charges, in e, on atoms 1 to 4: 1.43, -0.19, -0.16, -0.30